(1)
# C4H5NS2

One molecule with the formula C4H5NS2 in a non-equilibrium geometry (ωB97M-V/def2-TZVPD, OMol25).

Structure (XYZ):
```
12
Properties=species:S:1:pos:R:3:forces:R:3:nbo_charge:R:1
C -0.996018 -0.467717 -0.238541 -3.6 1.6 -0.1 0.16
C 1.626319 0.185942 -0.354316 1.3 -1.3 0.6 -0.53
C -1.069064 0.877496 0.386333 -0.4 1.4 0.7 -0.40
C -2.139943 0.210594 -0.354815 1.1 -2.5 -0.3 -0.25
N -0.279774 -1.600689 -0.427421 1.8 -0.9 0.9 -0.71
S 1.388846 -1.384706 0.239384 -0.4 1.6 -1.2 0.51
S 3.050727 1.101747 -0.231617 0.0 -1.0 0.4 0.18
H -1.162092 1.137411 1.442573 0.0 -0.8 0.4 0.17
H -0.725192 1.756655 -0.098792 1.2 0.6 -0.6 0.18
H -3.150903 0.258023 -0.709139 -0.1 0.0 0.1 0.22
H -0.676363 -2.490578 -0.075645 0.1 0.9 -0.3 0.41
H 4.133458 0.415821 0.421996 -1.3 0.3 -0.5 0.08
```
Positions in Å, forces in eV/Å.

Properties
**HOMO level**: -8.010 eV
**LUMO**: 0.01 eV
**Relative energy (zero: lowest compared OMol25 entry of this formula, charge and spin)**: 5.909 eV
**Max |F|**: 3.9 eV/A
**Electronic energy**: -27383.807 eV

***

(2)
# C4H5NaO2

C4H5NaO2 as an isolated structure in a non-equilibrium geometry (ωB97M-V/def2-TZVPD, OMol25).

Structure (XYZ):
```
12
Properties=species:S:1:pos:R:3:forces:R:3:nbo_charge:R:1
H -1.446559 0.768276 1.399612 -0.8 -0.3 -2.3 0.52
O 2.581090 0.197207 0.376474 0.3 0.0 -0.3 -0.66
C 1.289267 -0.091949 0.616294 -0.7 -0.5 1.1 0.10
C 0.697186 -1.179470 0.090219 0.5 0.1 -1.4 -0.33
C -0.712759 -1.593214 0.050035 -0.9 -0.2 1.1 -0.39
C -1.750200 -0.788677 0.316527 1.3 -1.2 -0.8 0.38
O -1.639002 0.537402 0.411796 0.2 1.6 3.1 -0.77
Na -0.486287 1.356515 -1.307737 0.2 -0.2 -0.2 0.98
H 2.896063 0.889487 0.965389 0.1 -0.1 0.1 0.50
H 0.844730 0.453411 1.455017 -0.1 0.2 -0.4 0.17
H 1.344749 -1.812854 -0.526704 -0.1 0.2 0.2 0.25
H -0.920520 -2.657367 -0.088665 0.1 0.4 -0.1 0.26
```
Positions in Å, forces in eV/Å.

Properties
**HOMO level (alpha / beta)**: -12.694 / -12.475 eV
**LUMO (alpha / beta)**: -4.48 / -4.69 eV
**Relative energy (zero: lowest compared OMol25 entry of this formula, charge and spin)**: 0.226 eV
**Total charge**: +1
**2S+1**: 2
**Max |F|**: 3.5 eV/A
**Electronic energy**: -12731.067 eV

***

(3)
# C4H5NaO2Rb

C4H5NaO2Rb as an isolated structure in a non-equilibrium geometry (ωB97M-V/def2-TZVPD, OMol25).

Structure (XYZ):
```
13
Properties=species:S:1:pos:R:3:forces:R:3:nbo_charge:R:1
C 1.490412 0.125609 -1.475520 -3.7 -2.6 -3.1 0.35
C 0.392667 1.020376 -0.999347 2.5 -1.0 0.9 -0.41
C -0.666581 0.605704 -0.073838 -0.3 -0.1 -1.2 -0.57
C -0.478134 0.014216 1.149985 -1.8 -1.6 1.9 0.26
O -1.409579 -0.461455 1.923673 1.8 0.8 -1.3 -0.78
O 1.382429 -1.137372 -1.493649 1.3 1.5 1.0 -0.74
Na -0.404092 -2.407674 -1.056756 0.1 0.7 0.4 0.93
Rb -2.865455 -2.052201 5.347371 0.1 0.1 -0.2 0.05
H 2.166223 0.599592 -2.221655 0.3 -0.1 1.0 0.15
H 0.004956 1.584287 -1.863818 0.9 0.8 0.7 0.25
H 1.511714 1.310562 -0.403114 -1.7 1.3 -0.1 0.19
H -1.691164 0.883895 -0.343515 0.4 0.0 0.1 0.22
H 0.566603 -0.085539 1.510183 0.0 0.1 -0.1 0.10
```
Positions in Å, forces in eV/Å.

Properties
**HOMO level (alpha / beta)**: -3.230 / -6.898 eV
**LUMO (alpha / beta)**: -1.02 / -0.92 eV
**2S+1**: 2
**Max |F|**: 5.4 eV/A
**Electronic energy**: -13391.245 eV

***

(4)
# C4H5O2P

One molecule with the formula C4H5O2P in a non-equilibrium geometry (ωB97M-V/def2-TZVPD, OMol25).

Structure (XYZ):
```
12
Properties=species:S:1:pos:R:3:forces:R:3:nbo_charge:R:1
C 1.767734 -1.058800 -0.092150 0.0 1.8 -1.0 -0.01
C 1.310465 0.118379 -0.056768 -0.9 1.9 -0.6 0.31
C 0.269899 1.236372 -0.294120 -0.1 -4.5 -2.0 -0.76
P -1.417266 0.401900 0.216935 2.4 4.2 0.6 1.39
C -1.273443 -1.230465 0.753001 -0.1 -0.7 0.2 -0.42
O -1.566698 -0.715999 -0.765602 -0.4 -3.4 -2.5 -0.86
O 2.610932 0.216140 0.410330 -0.1 0.3 0.0 -0.55
H 1.766990 -1.984175 0.298388 0.1 -2.8 1.1 0.22
H 0.719178 2.020131 0.180437 0.4 2.5 1.5 0.25
H 0.321332 1.412182 -1.451654 -0.7 -0.2 2.1 0.28
H -2.320425 1.354328 -0.237255 -0.6 0.4 0.5 -0.04
H -2.188698 -1.769992 1.038458 -0.1 0.6 0.1 0.19
```
Positions in Å, forces in eV/Å.

Properties
**HOMO level**: -7.928 eV
**LUMO**: -0.45 eV
**Relative energy (zero: lowest compared OMol25 entry of this formula, charge and spin)**: 8.267 eV
**SMILES**: C1=C(C[P@@H]2=CO2)O1
**Max |F|**: 4.9 eV/A
**Electronic energy**: -17603.723 eV

***

(5)
# C4H5O2P

One molecule with the formula C4H5O2P in a non-equilibrium geometry (ωB97M-V/def2-TZVPD, OMol25).

Structure (XYZ):
```
12
Properties=species:S:1:pos:R:3:forces:R:3:nbo_charge:R:1
O 0.761322 1.377625 -3.743436 -0.1 0.0 -0.4 -0.42
C 0.555140 1.165809 -2.630994 0.4 0.3 -0.3 0.76
C 0.427916 0.955754 -1.351230 -0.8 -0.5 2.1 -0.59
C 0.488196 -0.357713 -0.726302 0.3 -1.9 1.9 -0.15
C 0.320843 -0.700917 0.604058 -0.8 4.4 -2.6 -0.54
P -0.364151 0.270737 2.021853 -0.3 -0.3 -0.4 0.81
O -1.413557 -0.938749 2.619258 3.2 -0.7 0.6 -0.93
H 0.113858 1.735563 -0.657697 0.2 0.3 -0.7 0.27
H 0.733637 -1.214059 -1.361819 0.1 0.4 0.0 0.21
H 0.404483 -1.646567 0.949993 0.6 -3.3 0.3 0.20
H -1.381135 0.847434 1.273669 -0.3 0.7 -0.3 -0.08
H -0.646552 -1.494917 3.002648 -2.4 0.5 -0.2 0.46
```
Positions in Å, forces in eV/Å.

Properties
**HOMO level**: -8.334 eV
**LUMO**: 0.48 eV
**Relative energy (zero: lowest compared OMol25 entry of this formula, charge and spin)**: 1.519 eV
**SMILES**: O=C=C/C=C\PO
**Max |F|**: 5.2 eV/A
**Electronic energy**: -17610.470 eV

***

(6)
# C4H5O2Pr

C4H5O2Pr as an isolated structure in a non-equilibrium geometry (ωB97M-V/def2-TZVPD, OMol25).

Structure (XYZ):
```
12
Properties=species:S:1:pos:R:3:forces:R:3:nbo_charge:R:1
H -2.799212 -0.944543 1.512708 -0.1 0.0 0.0 0.48
O -1.909038 -0.599018 1.622320 0.2 0.0 0.1 -0.70
C -1.468983 -0.065925 0.390352 -0.2 0.3 -0.5 -0.13
C -0.057002 0.341636 0.477170 1.7 -0.2 -1.2 0.02
C 1.065574 0.508088 1.049658 0.3 -0.4 -2.5 -0.18
H -2.070379 0.809617 0.088866 0.1 -0.2 0.1 0.20
H -1.549954 -0.809289 -0.423069 0.1 0.2 0.2 0.19
H 1.675858 0.721767 1.918555 0.0 -0.4 -0.3 0.25
C 1.336900 0.367945 -0.797322 -2.2 2.2 3.4 -0.06
O 1.285279 -0.684249 -1.598304 2.6 -1.4 -1.7 -0.98
Pr 3.319997 -1.031746 -3.025522 -2.5 0.6 2.1 1.75
H 1.170960 1.385717 -1.215412 0.0 -0.8 0.2 0.16
```
Positions in Å, forces in eV/Å.

Properties
**HOMO level (alpha / beta)**: -9.627 / -9.752 eV
**LUMO (alpha / beta)**: -5.39 / -5.44 eV
**Relative energy (zero: lowest compared OMol25 entry of this formula, charge and spin)**: 2.095 eV
**Total charge**: +1
**2S+1**: 4
**Max |F|**: 4.6 eV/A
**Electronic energy**: -22379.185 eV

***

(7)
# C4H5O2S2

An isolated ion of composition C4H5O2S2 and charge -1 in a non-equilibrium geometry (ωB97M-V/def2-TZVPD, OMol25).

Structure (XYZ):
```
13
Properties=species:S:1:pos:R:3:forces:R:3:nbo_charge:R:1
C -0.174110 0.697723 -0.104311 -0.6 3.0 -0.1 -0.32
C 0.640235 1.736500 0.149575 1.2 0.2 -0.5 -0.30
C -0.016996 -0.722622 -0.262418 -0.3 -3.6 0.3 -0.50
C 1.065287 -1.358711 0.595472 0.8 4.1 2.8 0.04
O 1.926754 -2.321366 0.336226 0.2 -2.2 -0.4 -0.73
O 2.905186 -0.624398 -1.274549 0.1 0.2 -0.7 -0.97
S 2.389802 1.959211 0.248655 -0.5 -0.4 0.6 -0.38
S 2.749446 -0.610172 0.175932 -0.9 -0.3 0.5 1.25
H -1.083883 1.193486 -0.468332 -0.5 -1.1 0.4 0.19
H 0.128746 2.694664 0.061325 0.1 0.0 0.2 0.18
H -0.939438 -1.256151 0.147381 0.6 0.5 -1.2 0.20
H 0.216480 -1.022244 -1.297276 -0.5 0.0 0.1 0.23
H 0.815461 -1.155800 1.747080 0.4 -0.5 -2.0 0.12
```
Positions in Å, forces in eV/Å.

Properties
**HOMO level**: -3.469 eV
**LUMO**: 3.75 eV
**Relative energy (zero: lowest compared OMol25 entry of this formula, charge and spin)**: 2.420 eV
**Total charge**: -1
**Max |F|**: 5.0 eV/A
**Electronic energy**: -29992.702 eV

***

(8)
# C4H5O3

An isolated ion of composition C4H5O3 and charge -1 in a non-equilibrium geometry (ωB97M-V/def2-TZVPD, OMol25).

Structure (XYZ):
```
12
Properties=species:S:1:pos:R:3:forces:R:3:nbo_charge:R:1
O 1.177796 -2.280177 -1.507609 0.1 -0.2 -0.4 -0.56
C 0.748296 -1.177419 -1.306530 0.2 1.8 -0.1 0.48
C 0.136446 -0.679992 -0.032218 -0.4 -1.2 -0.1 -0.52
C -0.376967 0.754175 -0.071762 0.2 -1.1 0.7 -0.53
C -0.621990 1.197455 1.444729 0.2 0.2 -1.7 0.78
O -1.570096 0.660229 2.040408 0.1 0.2 0.2 -0.77
O 0.262188 2.013875 1.779287 -0.3 0.0 0.9 -0.78
H 0.799933 -0.304978 -2.061431 0.1 -1.1 0.1 0.07
H 0.876106 -0.834683 0.749370 0.2 0.0 0.2 0.24
H -0.646207 -1.443900 0.146942 0.0 0.5 0.4 0.23
H 0.442195 1.368053 -0.427257 -0.1 0.3 -0.4 0.20
H -1.227698 0.727366 -0.753934 -0.2 0.6 0.1 0.18
```
Positions in Å, forces in eV/Å.

Properties
**HOMO level**: -4.131 eV
**LUMO**: 3.77 eV
**Relative energy (zero: lowest compared OMol25 entry of this formula, charge and spin)**: 0.333 eV
**Total charge**: -1
**SMILES**: O=CCCC(=O)[O-]
**Max |F|**: 1.8 eV/A
**Electronic energy**: -10372.663 eV

***

(9)
# C4H5O4

An isolated ion of composition C4H5O4 and charge -1 in a non-equilibrium geometry (ωB97M-V/def2-TZVPD, OMol25).

Structure (XYZ):
```
13
Properties=species:S:1:pos:R:3:forces:R:3:nbo_charge:R:1
C -0.922156 0.169693 -0.408531 0.4 -0.9 -0.8 0.11
C 1.598001 0.831805 -0.462253 2.0 -1.4 0.8 -0.13
C 0.442367 0.782170 0.376738 -3.3 -2.3 1.8 0.00
C -3.568657 0.053144 -0.059681 2.3 -1.7 -1.2 0.66
O -0.952441 -1.275053 -0.136808 0.6 1.6 0.1 -0.79
O -2.372823 0.648741 0.077889 -0.9 0.9 1.0 -0.61
O 1.079878 2.024255 0.129050 -0.3 -0.2 -0.6 -0.50
O -4.678991 0.536263 -0.159363 0.5 0.9 0.6 -0.66
H 2.620296 0.402153 -0.150287 -1.6 1.1 -0.1 0.15
H 1.332406 0.589078 -1.452856 -0.1 0.5 -1.5 0.19
H 0.569215 0.365708 1.420761 0.0 0.6 -0.6 0.11
H -3.479998 -1.064029 -0.225787 0.2 0.7 0.3 0.06
H -0.889308 -1.464435 0.817766 0.0 0.2 0.1 0.41
```
Positions in Å, forces in eV/Å.

Properties
**HOMO level**: -2.466 eV
**LUMO**: 4.01 eV
**Relative energy (zero: lowest compared OMol25 entry of this formula, charge and spin)**: 6.007 eV
**Total charge**: -1
**Max |F|**: 4.4 eV/A
**Electronic energy**: -12415.294 eV

***

(10)
# C4H5O4P

An isolated ion of composition C4H5O4P and charge -2 in a non-equilibrium geometry (ωB97M-V/def2-TZVPD, OMol25).

Structure (XYZ):
```
14
Properties=species:S:1:pos:R:3:forces:R:3:nbo_charge:R:1
C 1.129305 -0.920530 -1.121942 4.1 2.7 -0.8 -0.60
C 0.741309 -0.023701 -0.004322 -2.8 -1.9 0.8 -0.59
C -0.879926 0.367324 0.054402 1.8 0.9 1.8 -0.69
C -1.139935 1.891863 0.174286 -2.4 0.0 -0.9 0.76
O -2.187409 2.294736 -0.477291 1.0 -0.7 0.4 -0.86
O -0.443958 2.635391 0.870244 1.1 0.0 0.4 -0.78
P -0.271149 -0.826413 1.365123 0.0 0.7 -2.4 2.15
O 0.041836 -0.510930 2.779358 0.0 0.4 0.6 -1.16
O -0.772581 -2.209723 0.996201 0.4 0.2 0.0 -1.20
H 0.535470 -1.722780 -1.022084 -2.1 -3.2 -0.6 0.23
H 2.210326 -1.231099 -1.092952 -0.6 -0.3 0.9 0.16
H 1.255240 -0.467212 -2.121806 -1.3 0.1 -0.1 0.16
H 1.345559 0.791301 0.245468 0.7 1.3 0.4 0.22
H -1.564089 -0.068227 -0.644686 0.1 -0.4 -0.5 0.22
```
Positions in Å, forces in eV/Å.

Properties
**HOMO level**: 0.038 eV
**LUMO**: 6.67 eV
**Relative energy (zero: lowest compared OMol25 entry of this formula, charge and spin)**: 1.156 eV
**Total charge**: -2
**SMILES**: C[C@H]1[C@H](C(=O)[O-])[P@@]1(=O)[O-]
**Max |F|**: 5.0 eV/A
**Electronic energy**: -21707.985 eV

***

- Look up the electronic energy of the sixth one.
  -22379.185 eV